{
  "formula": "C53H36F12N3O2P2Pd",
  "method": "ωB97M-V with the def2-TZVPD basis set",
  "charge": 3,
  "multiplicity": 5,
  "symbols": ["Pd", "C", "C", "C", "C", "C", "C", "P", "C", "C", "C", "C", "C", "C", "C", "C", "C", "C", "C", "C", "H", "H", "H", "H", "H", "H", "H", "H", "H", "H", "H", "H", "H", "H", "H", "N", "C", "C", "C", "C", "C", "C", "N", "C", "C", "C", "C", "N", "C", "C", "H", "H", "H", "H", "H", "H", "H", "H", "H", "F", "C", "F", "F", "C", "O", "O", "F", "C", "F", "F", "C", "C", "C", "C", "C", "C", "P", "C", "C", "C", "C", "C", "C", "C", "F", "F", "F", "C", "C", "C", "C", "C", "C", "C", "F", "F", "F", "H", "H", "H", "H", "H", "H", "H", "H", "H", "H", "H", "H"],
  "xyz": [[1.70886, -1.08802, -0.12582], [-2.34912, -5.34338, 6.03691], [-1.99790, -5.67728, 4.67478], [-1.59964, -4.66662, 3.83167], [-1.68709, -3.36391, 4.30369], [-2.08593, -2.98296, 5.55699], [-2.50690, -4.01274, 6.39720], [-1.20850, -2.07121, 3.18865], [0.49722, -2.07722, 2.92116], [1.24046, -3.14958, 3.29046], [2.66598, -3.16632, 3.04087], [3.23905, -2.00883, 2.56819], [2.51185, -0.82692, 2.30145], [1.10479, -0.84510, 2.46125], [-1.83104, -0.49172, 3.69930], [-3.19881, -0.21275, 3.34865], [-3.76938, 1.03350, 3.71956], [-2.98264, 2.01916, 4.35680], [-1.68108, 1.74576, 4.60254], [-1.14990, 0.51019, 4.37349], [-2.49214, -6.14815, 6.79747], [-1.83842, -6.62879, 4.32892], [-1.22971, -4.83281, 2.84790], [-2.17650, -1.98185, 5.87269], [-2.65869, -3.83250, 7.47408], [0.69477, -3.93282, 3.78595], [3.25347, -4.06380, 3.31102], [4.30678, -1.94833, 2.49632], [3.00225, 0.05999, 2.15450], [0.59219, 0.06925, 2.14007], [-3.77857, -1.00149, 2.82449], [-4.81146, 1.25058, 3.41145], [-3.46417, 2.94409, 4.58104], [-1.02086, 2.45512, 5.14154], [-0.11828, 0.31980, 4.73547], [2.89909, 5.74579, -2.34440], [2.96179, 7.25063, -2.32002], [3.26313, 8.16012, -3.25068], [2.99513, 9.48952, -2.89615], [2.82780, 9.90256, -1.48683], [2.70324, 8.88757, -0.60894], [2.63510, 7.54340, -0.95118], [2.64549, 6.42359, -0.24804], [2.64595, 5.36545, -1.13567], [2.45041, 4.01659, -0.71978], [2.98895, 3.02604, -1.67810], [2.80440, 1.72264, -1.47194], [2.17063, 1.24550, -0.35524], [1.83265, 2.11737, 0.55293], [1.92508, 3.50799, 0.41095], [2.73136, 5.10680, -3.08689], [3.32612, 7.97264, -4.28772], [2.90487, 10.26793, -3.64239], [2.98763, 10.91467, -1.18173], [2.90449, 8.95829, 0.49078], [3.61219, 3.20434, -2.52019], [3.14882, 1.10817, -2.31636], [1.35471, 1.86900, 1.46144], [1.81740, 4.23360, 1.23416], [4.40127, -4.51494, -2.07313], [3.02269, -4.37483, -1.97114], [2.61524, -5.45694, -1.26436], [2.47442, -4.32895, -3.16362], [2.64001, -3.08536, -1.30375], [1.88868, -3.18862, -0.26672], [3.09342, -1.95781, -1.61776], [-5.53615, -2.78017, 2.16072], [-5.00419, -3.80897, 1.42080], [-4.60906, -4.77951, 2.21311], [-5.92724, -4.22183, 0.51307], [-3.75228, -3.23105, 0.65921], [-2.43197, -3.80559, 0.57161], [-1.42556, -3.12956, -0.05393], [-1.70660, -1.90089, -0.66118], [-2.98305, -1.37320, -0.70034], [-3.97731, -2.03191, 0.04342], [-0.26415, -1.11260, -1.45138], [-0.02371, -1.90824, -3.08910], [-0.89642, -2.94573, -3.48145], [-0.59217, -3.69087, -4.56940], [0.49719, -3.35378, -5.34763], [1.33148, -2.29616, -5.01420], [1.10144, -1.63599, -3.81408], [0.88751, -4.32641, -6.49459], [1.65570, -3.68916, -7.33964], [-0.17683, -4.75126, -7.10914], [1.55255, -5.40918, -6.01755], [-0.76165, 0.60219, -1.75304], [-1.08369, 1.37507, -0.65134], [-1.32418, 2.69498, -0.78705], [-1.17177, 3.25895, -2.04532], [-0.85944, 2.48879, -3.17473], [-0.67846, 1.15703, -3.08935], [-1.44088, 4.73292, -2.12160], [-0.20191, 5.47871, -2.00079], [-2.20970, 5.24858, -1.21725], [-1.88225, 5.11423, -3.32579], [-2.28288, -4.81603, 0.97445], [-0.41905, -3.54892, -0.06280], [-3.25634, -0.43330, -1.17456], [-4.95794, -1.54250, 0.05950], [-1.79497, -3.16395, -2.91204], [-1.17768, -4.57844, -4.86112], [2.10049, -1.87233, -5.58057], [1.77750, -0.88888, -3.48580], [-1.18564, 0.89894, 0.32092], [-1.65695, 3.33192, 0.04187], [-0.86266, 2.88343, -4.16039], [-0.24222, 0.57557, -3.86972]],
  "forces_ev_per_a": [[0.2, 1.1, 0.0], [-0.2, -1.0, -1.3], [0.4, 2.3, 2.1], [-0.9, -0.1, 1.1], [0.5, 1.3, -1.5], [-1.4, -1.7, 0.5], [1.3, -0.4, 1.6], [-1.2, 0.2, 0.7], [0.6, 2.9, -0.6], [2.3, -0.7, -0.4], [-1.8, -0.4, 0.7], [0.3, 0.2, 0.2], [-2.5, -2.7, 1.2], [1.4, -0.8, -1.0], [-2.0, 0.6, -0.5], [0.2, 0.3, 0.4], [0.2, -0.8, -0.8], [-2.0, -1.0, -1.4], [1.6, 1.1, 1.8], [2.2, -1.1, -0.1], [0.0, 0.8, -0.9], [0.0, -2.5, -0.3], [0.1, -0.4, -0.6], [0.1, 1.0, 0.2], [-0.4, 0.2, -0.7], [0.5, -0.6, 0.0], [-0.4, 0.8, -0.3], [0.4, -0.1, -0.2], [1.2, 2.0, -0.6], [-0.4, -0.6, 0.7], [0.2, 0.8, 0.4], [0.8, -0.2, 0.5], [0.0, 0.6, 0.2], [-0.7, -0.3, -0.5], [-0.7, 0.1, -0.4], [0.2, 2.7, -1.1], [-0.9, -3.7, 0.4], [-1.4, 0.9, -0.7], [-0.2, 1.5, 2.0], [0.5, -1.8, -2.1], [0.8, 0.9, 4.0], [1.6, -1.7, -2.5], [-1.3, -0.5, 0.9], [0.2, 2.7, 2.8], [2.1, -2.9, -3.5], [-1.0, 2.1, 1.6], [-0.6, -1.4, 0.1], [0.4, -1.0, -0.7], [-0.3, 1.5, -0.1], [0.7, 1.2, 1.2], [0.1, 0.1, -1.1], [0.6, -0.6, -0.9], [0.3, -0.1, -0.2], [-0.2, 0.4, 0.0], [-0.8, 0.8, -0.9], [0.2, 1.0, -0.6], [-0.3, -0.7, 1.1], [-0.3, -1.1, 0.8], [-0.7, -0.7, -0.2], [-2.0, 0.6, -0.1], [2.2, -1.6, 0.4], [-0.1, 1.1, -0.9], [-0.1, -0.7, -0.6], [0.1, 0.7, 3.0], [0.1, -0.6, -1.1], [-0.4, -0.4, -0.6], [0.1, -1.2, -0.4], [1.4, 1.4, -1.7], [-0.6, -0.5, 0.4], [0.7, 0.2, 1.4], [0.3, -0.5, 0.3], [-2.4, -0.9, 0.8], [0.1, 0.1, 0.1], [1.0, 0.3, -0.6], [-0.3, -0.2, 1.0], [-0.4, 1.1, -1.0], [-0.6, 0.1, -0.9], [-1.1, -0.7, 1.6], [-0.3, 0.9, 1.2], [-0.2, -1.2, -1.1], [1.3, -0.9, -0.7], [-1.3, 0.1, 1.1], [-0.3, -0.1, -0.8], [0.2, 0.8, 1.9], [0.9, 0.3, -0.9], [-1.2, -0.6, -0.8], [-0.2, 0.6, -0.1], [0.5, -0.2, -1.7], [0.0, -1.8, 0.3], [-0.3, 1.9, -0.2], [-0.6, 0.3, 0.3], [-0.7, 1.5, 0.0], [0.8, -1.5, 3.6], [2.1, 1.6, -2.0], [-0.9, -1.2, 0.1], [-0.7, -0.1, 0.9], [-0.1, -0.4, 0.2], [0.0, 0.5, -0.1], [-0.2, 0.1, -0.1], [0.3, -0.2, -0.1], [0.3, -0.4, 0.1], [0.2, 0.0, 0.0], [0.2, 0.6, 0.3], [1.2, -0.3, -1.2], [0.6, 0.6, 0.2], [0.0, 0.0, 0.0], [0.3, -0.4, -0.3], [0.2, 0.9, -0.6], [-0.4, -0.3, -0.6]],
  "lowdin_spin": [1.24, 0.04, 0.00, 0.02, 0.06, 0.04, 0.00, 0.44, 0.07, 0.06, 0.02, 0.05, 0.02, 0.04, 0.06, 0.03, 0.00, 0.02, 0.00, 0.03, 0.00, 0.00, 0.00, 0.00, 0.00, 0.00, 0.00, 0.00, 0.00, 0.00, 0.00, 0.00, 0.00, 0.00, 0.00, 0.03, 0.11, 0.05, 0.28, 0.01, 0.08, 0.11, 0.13, 0.12, 0.00, 0.02, 0.00, 0.07, 0.00, 0.03, 0.00, 0.00, 0.01, 0.00, 0.00, 0.00, 0.00, 0.00, 0.00, 0.00, 0.00, 0.00, 0.00, 0.02, 0.13, 0.14, 0.00, 0.00, 0.00, 0.00, 0.02, 0.03, 0.03, 0.03, 0.02, 0.00, 0.15, 0.02, 0.01, 0.00, 0.01, 0.00, 0.01, 0.00, 0.00, 0.00, 0.00, 0.02, 0.02, 0.00, 0.02, 0.00, 0.01, 0.00, 0.00, 0.00, 0.00, 0.00, 0.00, 0.00, 0.00, 0.00, 0.00, 0.00, 0.00, 0.00, 0.00, 0.00, 0.00]
}

***

{
  "formula": "C53H38BaBrF9N5O3S3Sb",
  "method": "ωB97M-V with the def2-TZVPD basis set",
  "charge": -2,
  "multiplicity": 1,
  "symbols": ["Ba", "C", "C", "N", "N", "C", "S", "S", "C", "C", "C", "C", "C", "C", "C", "C", "C", "C", "C", "C", "C", "O", "H", "H", "H", "H", "H", "H", "H", "H", "H", "H", "H", "H", "H", "H", "Br", "C", "C", "C", "C", "C", "C", "N", "N", "C", "C", "C", "C", "O", "C", "N", "C", "C", "C", "C", "H", "H", "H", "H", "H", "H", "H", "H", "H", "S", "Sb", "C", "C", "C", "C", "C", "C", "C", "C", "C", "C", "C", "C", "C", "C", "C", "C", "C", "C", "H", "H", "H", "H", "H", "H", "H", "H", "H", "H", "H", "H", "H", "H", "H", "F", "C", "F", "F", "C", "O", "C", "F", "F", "F", "C", "F", "F", "F"],
  "xyz": [[1.03923, -1.22434, -0.06493], [0.10951, -0.76997, 5.53257], [0.54665, -0.44785, 4.11126], [0.22879, -1.29947, 3.14731], [-0.37268, -2.43388, 3.50921], [-0.91083, -3.25928, 2.66325], [-1.32126, -3.02748, 1.02011], [-1.45793, -4.83883, 3.27779], [-2.08923, -4.42612, 4.98351], [-3.28466, -3.51069, 5.04183], [-3.73966, -3.13028, 6.33211], [-4.62748, -2.06147, 6.46539], [-5.10928, -1.38001, 5.33950], [-4.80502, -1.89433, 4.05640], [-3.93214, -2.98629, 3.91114], [1.34293, 0.72702, 3.80603], [2.05382, 1.16466, 4.95864], [3.00925, 2.16538, 4.91813], [3.28388, 2.83149, 3.71946], [2.54646, 2.51058, 2.57685], [1.68092, 1.33029, 2.53009], [1.27521, 0.82880, 1.41218], [-0.67083, -1.51362, 5.43838], [-0.32269, 0.08437, 6.03222], [0.89620, -1.20861, 6.15340], [-1.23970, -3.97680, 5.50797], [-2.25663, -5.44519, 5.35226], [-3.39417, -3.67865, 7.20982], [-4.98838, -1.77720, 7.47500], [-5.66184, -0.45419, 5.43014], [-5.28024, -1.42665, 3.18153], [-3.70452, -3.40685, 2.93019], [1.84002, 0.65363, 5.87080], [3.48720, 2.45845, 5.87393], [4.07668, 3.61715, 3.69853], [2.67162, 3.00573, 1.61248], [-1.33105, -3.94799, -10.64322], [0.18631, -2.87334, -10.17063], [1.13236, -3.41299, -9.27090], [2.00935, -2.58403, -8.62668], [1.92918, -1.18513, -8.86569], [1.23287, -0.71248, -9.98003], [0.33113, -1.51725, -10.59794], [2.33621, -0.23061, -8.02708], [2.94347, -0.65834, -6.94834], [2.18718, -0.45142, -5.84873], [0.81266, -0.18356, -5.92340], [0.10999, -0.02866, -4.76920], [0.74492, -0.08522, -3.45294], [0.08067, -0.18642, -2.36416], [2.24531, -0.14744, -3.39641], [2.92023, -0.04365, -2.22508], [4.25864, -0.13164, -2.27211], [4.98820, -0.28975, -3.43129], [4.29543, -0.49050, -4.64254], [2.90781, -0.43072, -4.62006], [1.16579, -4.49204, -9.16939], [2.63989, -2.89410, -7.81238], [1.40139, 0.31394, -10.25547], [-0.38920, -1.17646, -11.36158], [0.37658, -0.00841, -6.89771], [-0.97130, 0.10306, -4.76946], [4.70750, -0.06384, -1.28107], [6.08104, -0.29680, -3.42627], [4.79238, -0.57602, -5.60176], [-1.97405, 0.33456, 0.23252], [-2.02410, 2.45722, 0.97413], [-0.72317, 3.72471, -0.10303], [-0.72021, 5.06254, 0.29236], [0.24798, 5.92847, -0.24574], [1.04300, 5.50242, -1.31712], [1.06300, 4.13060, -1.68294], [0.13754, 3.25109, -1.10669], [-2.06713, 2.64284, 3.10136], [-3.03909, 2.01216, 3.85279], [-3.23404, 2.34638, 5.19094], [-2.50601, 3.38407, 5.79293], [-1.57969, 4.10252, 5.01516], [-1.32244, 3.68492, 3.68543], [-3.90152, 2.89016, 0.20375], [-4.06238, 2.78029, -1.18046], [-5.06303, 3.48554, -1.81208], [-5.94836, 4.32312, -1.08027], [-5.88518, 4.30097, 0.30846], [-4.81003, 3.63820, 0.94730], [-1.47790, 5.40404, 1.03676], [0.43335, 6.91286, 0.20629], [1.61335, 6.23869, -1.87999], [1.78045, 3.74660, -2.39879], [0.14932, 2.19545, -1.37430], [-3.57602, 1.18823, 3.38596], [-3.88748, 1.71361, 5.81510], [-2.61389, 3.56956, 6.86937], [-0.98556, 4.90546, 5.43309], [-0.48630, 4.13307, 3.16566], [-3.39649, 2.12251, -1.74594], [-5.24431, 3.38531, -2.88499], [-6.66492, 4.92797, -1.59766], [-6.61133, 4.73818, 0.96532], [-4.71870, 3.65860, 2.04837], [3.06600, -3.43333, -2.65481], [4.03903, -3.99866, -1.85901], [4.30753, -5.30971, -2.22244], [5.16778, -3.24055, -2.07320], [3.65635, -3.95847, -0.33998], [2.92623, -2.88756, -0.03370], [2.82469, -5.28137, -0.02185], [3.64047, -6.39559, 0.08094], [2.12396, -5.17782, 1.14765], [1.86852, -5.50194, -1.00222], [5.02168, -4.13766, 0.43517], [5.79736, -3.02150, 0.48837], [4.77539, -4.46261, 1.73803], [5.79621, -5.13382, -0.15899]],
  "forces_ev_per_a": [[-0.3, 0.4, 0.9], [-0.2, -0.2, -0.4], [-1.2, -2.2, -1.7], [0.8, 2.0, -0.5], [-0.5, -2.2, 1.4], [0.2, 1.6, -0.2], [0.1, -0.4, -0.4], [-0.5, 0.2, 0.9], [0.8, -0.6, -1.3], [-0.6, 0.1, 0.7], [-0.1, 0.3, -1.0], [-0.3, 0.0, 0.5], [0.8, -0.8, -0.7], [-0.3, 0.1, 0.6], [0.1, 0.4, 0.5], [1.5, 0.7, 1.2], [-0.2, 0.7, -1.5], [0.3, 0.2, 1.0], [-0.3, 0.5, -0.5], [-0.1, -1.0, 0.2], [-0.1, -0.3, 0.2], [0.3, 1.0, 0.4], [-0.1, -0.2, 0.1], [0.1, 0.5, 0.2], [0.1, 0.1, -0.1], [-0.3, -0.1, 0.1], [-0.2, 0.3, 0.4], [0.1, 0.3, -0.2], [0.4, -0.1, -0.7], [-0.3, -0.1, 0.1], [0.4, -0.3, 0.3], [0.1, 0.3, 0.2], [0.1, 0.0, 0.5], [-0.1, -0.2, -0.8], [-0.8, -0.6, -0.1], [0.2, -0.1, 0.2], [0.4, 0.3, -0.2], [1.0, 0.6, 0.3], [-1.0, -0.3, -1.2], [-0.2, 1.0, 0.3], [0.7, -0.3, -0.6], [0.0, 0.0, -0.6], [-1.8, -1.7, -0.5], [0.0, 0.3, 0.3], [-0.8, -0.2, 0.8], [1.6, 0.2, -1.6], [-0.3, 0.7, 0.6], [-0.1, 0.1, 1.0], [-0.6, -0.7, 1.7], [1.1, 0.5, -2.3], [0.3, -0.5, -0.6], [-0.2, -0.2, -0.9], [-1.2, 0.3, 1.1], [0.0, -0.6, -1.7], [0.9, 0.6, 1.5], [-0.2, 0.5, 1.2], [-0.1, 0.1, 0.5], [0.1, -0.3, 0.0], [-0.3, 0.3, -0.1], [0.6, 0.1, 0.4], [-0.1, -0.4, 0.1], [0.2, 0.0, 0.1], [0.2, 0.0, -0.3], [-0.4, 0.0, 0.2], [0.1, -0.2, 0.2], [0.2, -0.1, 0.1], [0.5, -2.8, -0.5], [-0.1, 0.6, 0.0], [0.4, 0.2, 0.3], [-0.3, 0.0, -0.1], [-0.1, -0.9, 0.3], [-1.0, 0.8, 0.3], [0.5, 0.1, 0.7], [0.5, 2.0, -0.1], [-0.2, -0.6, -0.1], [0.2, -0.3, 0.7], [0.1, -0.1, -0.6], [0.0, -1.1, -0.6], [-0.4, 0.0, 1.0], [-0.5, 1.8, 0.4], [0.2, -0.3, -0.1], [-1.1, 0.7, 0.1], [0.8, -1.1, 0.4], [1.0, -0.6, 0.2], [-0.6, -0.2, -0.2], [1.0, -0.1, -0.5], [-0.5, -0.2, -0.5], [0.3, -0.3, 0.4], [-0.2, 0.1, -0.2], [-0.1, 0.1, 0.1], [-0.1, 0.1, 0.2], [0.2, 0.5, -0.5], [-0.1, 0.1, -0.6], [0.0, -0.1, 0.1], [-0.1, 0.2, -0.2], [-0.1, 0.2, 0.2], [0.3, 0.1, 0.3], [-0.4, 0.1, -0.2], [-0.4, 0.6, -0.1], [-0.1, 0.2, -0.7], [1.3, -1.3, 0.9], [0.1, 0.2, -0.3], [-0.4, 2.0, -0.6], [-1.0, -1.0, -0.2], [-0.9, 0.1, 0.1], [1.1, -0.6, -0.1], [-0.9, -0.5, 0.3], [-1.5, 0.8, -0.2], [1.1, -0.1, -1.4], [1.4, 0.0, 1.1], [0.6, 0.0, 0.5], [-0.7, -0.8, -0.2], [0.4, -0.1, -1.2], [-0.5, 1.3, 1.2]],
  "mulliken_charge": [0.82, -1.39, -0.11, 0.80, -0.84, 0.29, -0.34, -0.16, -0.86, 0.48, -0.45, -0.47, -0.41, -0.45, -0.44, 1.36, -1.20, -0.66, -0.42, -0.78, 0.00, 0.16, 0.19, 0.42, 0.24, 0.20, 0.47, 0.37, 0.31, 0.48, 0.38, 0.44, 0.39, 0.27, 0.30, 0.41, -0.25, -0.05, -0.31, -0.62, 0.17, -0.34, -0.14, -0.82, -0.06, 0.42, -0.20, -1.28, -0.02, -0.21, -0.40, 0.17, -0.60, -0.74, -0.38, 1.20, 0.39, 0.45, 0.37, 0.33, 0.48, 0.45, 0.41, 0.38, 0.50, -0.48, 0.94, 0.34, -0.45, -0.67, -0.60, -0.34, -0.20, 0.43, -0.43, -0.39, -0.47, -0.75, -0.25, 0.26, -0.65, -0.50, -0.47, -0.54, -0.31, 0.38, 0.34, 0.36, 0.50, 0.30, 0.49, 0.28, 0.35, 0.35, 0.43, 0.43, 0.36, 0.37, 0.39, 0.28, -0.21, 0.53, -0.27, -0.27, 0.10, -0.63, 0.53, -0.27, -0.25, -0.26, 0.62, -0.24, -0.24, -0.26]
}

***

Asked for E across the records above, the calculation gives -118750.6624, -203409.2156 eV in order.
Asked for energy relative to the best compared isomer or geometry (same formula, charge and spin) across the records above, the calculation gives 3.1632, 0.1928 eV in order.